Record 1
{"formula": "C16H26Cl2O2Tc", "method": "ωB97M-V/def2-TZVPD", "gap_ha": [0.170, 0.161], "total_charge": -2, "multiplicity": 4, "e_homo_ev": [0.28, 0.51], "symbols": ["C", "C", "H", "H", "H", "C", "Cl", "C", "H", "H", "H", "C", "Cl", "H", "H", "C", "C", "H", "H", "C", "H", "C", "C", "O", "H", "C", "Tc", "H", "H", "H", "H", "H", "H", "C", "H", "H", "H", "C", "O", "C", "H", "C", "H", "C", "H", "H", "H"], "xyz": [[-1.73, -0.09, 0.02], [-5.20, -0.47, -0.02], [3.62, -2.71, 0.69], [3.68, 1.73, -2.63], [2.21, 0.93, -3.21], [2.30, -0.74, -1.07], [-0.46, -0.84, 2.69], [2.90, 1.10, 0.19], [2.64, 0.98, 3.01], [2.09, 2.39, -2.23], [4.18, 0.21, 2.61], [2.66, 1.46, -2.36], [0.01, 1.83, 0.64], [-6.25, -0.20, -0.06], [3.16, 2.72, 1.53], [-2.91, 0.27, -0.11], [-4.59, 1.78, 0.87], [-4.36, 1.35, 1.85], [-0.37, -3.89, 2.79], [2.26, -1.67, -2.22], [1.80, -2.61, -1.92], [-4.58, 1.34, -1.61], [3.09, 0.11, 2.52], [0.13, -3.07, 2.44], [2.06, -3.26, 0.09], [-4.31, 0.74, -0.22], [0.07, -0.56, 0.53], [1.66, -1.24, -3.03], [4.50, 2.48, 0.38], [-3.97, 2.23, -1.79], [-4.35, 0.61, -2.40], [2.97, 3.21, -0.16], [-3.96, 2.67, 0.73], [2.54, -2.55, 0.77], [2.19, -2.81, 1.78], [-1.11, -2.28, -0.98], [2.79, -0.80, 3.05], [2.70, 0.04, 1.11], [-0.24, -1.95, -0.70], [3.40, 2.44, 0.50], [-5.65, 2.10, 0.88], [2.23, -1.15, 0.37], [-5.00, -1.23, -0.80], [2.61, 0.61, -1.14], [-5.62, 1.64, -1.75], [3.25, -1.89, -2.64], [-4.99, -0.94, 0.95]], "lowdin_charge": [-0.379, -0.089, 0.068, 0.067, 0.059, -0.289, 0.103, -0.344, 0.068, 0.066, 0.072, -0.072, -0.033, 0.064, 0.063, -0.137, -0.069, 0.089, -0.127, -0.092, 0.054, -0.078, -0.085, -0.736, 0.058, -0.657, 1.103, 0.063, 0.070, 0.081, 0.080, 0.062, 0.085, -0.116, 0.035, 0.005, 0.066, -0.317, -0.426, -0.104, 0.069, -0.429, 0.085, -0.274, 0.063, 0.071, 0.088]}

***

Record 2
{"formula": "C4H13NO2", "method": "ωB97M-V/def2-TZVPD", "smiles": "C=CCNC.O.O", "gap_ha": 0.357, "total_charge": 0, "e_homo_ev": -8.84, "symbols": ["H", "H", "C", "H", "H", "H", "H", "C", "H", "O", "H", "H", "O", "H", "N", "C", "H", "H", "H", "C"], "xyz": [[1.01, 0.06, -2.16], [0.84, -1.50, 2.34], [2.40, -2.18, 1.01], [2.89, -2.82, 1.72], [-0.41, -1.69, -0.38], [-2.91, 4.56, -1.33], [-3.47, -0.04, 1.46], [1.34, -1.48, 1.38], [2.80, -2.00, 0.02], [-2.53, 5.03, -0.57], [-0.01, -1.42, -2.59], [-2.05, 0.23, 0.81], [-2.66, 0.45, 1.53], [1.61, -1.49, -1.95], [-0.03, -0.78, -0.60], [0.79, -0.36, 0.55], [1.53, 0.45, 0.41], [0.08, 0.24, 1.17], [-1.89, 5.67, -0.91], [0.67, -0.92, -1.90]], "lowdin_charge": [0.063, 0.093, 0.013, 0.049, 0.097, 0.039, 0.022, -0.172, 0.052, -0.071, 0.076, 0.005, -0.057, 0.064, -0.124, -0.264, 0.128, 0.090, 0.031, -0.133]}

***

Record 3
{"formula": "C49H40CaN3O4P3S4", "method": "ωB97M-V/def2-TZVPD", "gap_ha": 0.210, "total_charge": -2, "e_homo_ev": -1.46, "symbols": ["C", "H", "H", "H", "N", "C", "C", "P", "H", "C", "C", "C", "H", "C", "C", "H", "H", "H", "C", "H", "H", "S", "H", "C", "H", "C", "H", "C", "C", "H", "C", "C", "H", "C", "C", "C", "C", "C", "H", "C", "C", "C", "S", "C", "C", "H", "C", "H", "C", "P", "C", "H", "C", "H", "H", "C", "H", "H", "H", "H", "C", "C", "H", "C", "H", "S", "C", "H", "H", "H", "H", "C", "H", "N", "C", "C", "O", "S", "C", "H", "C", "C", "P", "C", "O", "H", "H", "H", "C", "O", "C", "C", "C", "N", "C", "H", "H", "C", "C", "C", "H", "O", "H", "Ca"], "xyz": [[-3.25, 0.43, 1.33], [-0.10, 3.93, -1.97], [0.62, 1.69, 3.87], [-3.68, 3.20, 5.76], [1.58, -1.11, -2.77], [3.60, -4.92, -3.34], [-2.42, -0.40, 2.26], [-0.07, -0.99, -2.24], [-0.06, -5.83, -3.47], [3.00, -3.15, -1.80], [-3.71, 2.39, 0.77], [6.83, -0.20, -3.34], [-2.68, -0.11, -2.86], [-0.48, 2.12, 5.66], [-0.32, 2.03, 4.29], [5.77, 1.09, -4.68], [-0.11, -2.89, 3.99], [0.35, 1.87, 6.31], [-4.76, -0.08, -0.62], [7.60, -1.54, -1.86], [-2.96, -4.58, -0.58], [2.02, 0.19, 2.43], [-3.40, 3.04, 3.33], [-2.21, -0.01, -6.23], [1.77, -0.14, -3.04], [-4.61, 2.39, -0.41], [7.80, 0.05, -3.75], [4.43, 0.07, -3.35], [-0.52, -5.04, -2.88], [-0.36, -0.44, -7.22], [3.07, -5.45, -1.06], [2.85, -4.10, -0.80], [-2.09, -2.24, -0.74], [-0.20, -0.69, -5.09], [-1.73, -1.48, 4.26], [-3.99, -0.47, 0.39], [-0.35, 6.76, 0.77], [-1.37, 2.36, 3.42], [3.56, 0.56, -3.76], [-2.58, 2.79, 3.98], [-2.86, 0.08, -5.00], [-1.67, -3.04, -1.35], [2.15, 1.78, -1.39], [-0.77, -2.16, 3.54], [-0.29, 5.86, -0.27], [-1.82, 2.61, 7.28], [-0.76, 6.33, 2.03], [0.02, 6.19, -1.26], [-2.58, -0.59, 3.62], [2.73, -1.34, -1.45], [0.35, -2.58, 1.26], [-5.68, 1.41, -1.90], [-5.05, 1.29, -1.02], [-3.90, 0.39, -4.97], [3.62, -6.91, -2.53], [-0.62, -2.74, -2.20], [-5.23, -0.85, -1.23], [0.84, -0.99, -5.12], [-3.35, -0.04, 4.15], [2.93, -6.18, -0.27], [-2.39, 1.52, 0.57], [3.38, -3.58, -3.08], [-3.85, -1.54, 0.55], [5.46, -1.39, -1.77], [-4.85, 3.36, -0.84], [2.77, 2.00, 1.89], [-1.69, 2.54, 6.20], [0.76, -3.50, -3.65], [-0.09, 7.80, 0.60], [-1.92, -6.36, -1.93], [-1.02, 2.75, -1.12], [-0.97, 4.04, 1.20], [3.91, -5.23, -4.33], [-1.44, -1.01, 1.57], [-2.19, -0.21, -3.83], [-0.64, -1.88, 2.18], [0.66, -1.91, 0.22], [3.63, 1.85, 0.02], [5.69, 0.38, -3.87], [-0.84, 7.03, 2.85], [4.30, -0.84, -2.31], [-0.64, 4.51, -0.11], [-0.96, 2.25, 1.62], [-0.05, -3.74, -2.98], [-4.12, 1.47, 1.82], [2.52, -3.79, 0.18], [5.37, -2.07, -0.93], [-1.25, 4.67, 3.23], [3.45, -5.86, -2.33], [-1.83, 1.20, -0.58], [-0.87, -0.38, -6.26], [-1.56, -5.34, -2.02], [6.71, -1.09, -2.28], [-0.73, 3.73, -1.21], [-0.85, -0.61, -3.87], [3.50, -2.84, -3.86], [-3.56, 3.40, 1.15], [-2.74, 2.87, 5.35], [-2.15, -4.34, -1.26], [-1.02, 4.99, 2.23], [-2.73, 0.24, -7.14], [0.70, -3.72, 1.56], [-1.83, -1.64, 5.33], [0.21, 0.15, 0.25]], "lowdin_charge": [-0.344, 0.072, -0.005, 0.093, -0.410, -0.108, -0.221, 0.949, 0.095, -0.352, -0.233, -0.121, 0.090, -0.084, -0.107, 0.092, 0.116, 0.099, -0.083, 0.091, 0.096, -0.120, 0.097, -0.118, -0.048, -0.018, 0.086, -0.122, -0.088, 0.091, -0.088, -0.076, 0.078, -0.093, -0.041, 0.007, -0.126, -0.360, 0.069, -0.110, -0.096, -0.094, -0.115, 0.002, -0.055, 0.088, -0.128, 0.101, 0.003, 0.976, -0.639, 0.089, -0.092, 0.094, 0.086, -0.328, 0.096, 0.091, 0.116, 0.097, -0.617, -0.123, 0.106, -0.107, 0.101, -0.213, -0.111, 0.091, 0.089, 0.089, 0.036, -0.264, 0.089, 0.089, -0.084, -0.210, -0.374, -0.187, -0.102, 0.083, -0.390, -0.321, 1.123, -0.080, -0.033, 0.082, 0.108, 0.083, -0.120, -0.325, -0.106, -0.105, -0.102, 0.120, -0.320, 0.101, 0.123, -0.101, -0.084, -0.105, 0.088, 0.029, 0.103, 0.815]}

***

Record 4
{"formula": "C51H45FN5P2PtSe2", "method": "ωB97M-V/def2-TZVPD", "gap_ha": [0.202, 0.234], "total_charge": -1, "multiplicity": 3, "e_homo_ev": [-3.38, -4.59], "symbols": ["H", "H", "C", "H", "H", "C", "C", "H", "C", "C", "H", "H", "H", "Se", "N", "C", "H", "P", "C", "H", "H", "C", "N", "N", "H", "H", "C", "H", "C", "H", "C", "C", "H", "H", "C", "H", "H", "C", "H", "Se", "H", "H", "C", "C", "H", "C", "C", "C", "N", "C", "C", "C", "C", "H", "H", "H", "C", "H", "H", "H", "C", "Pt", "H", "C", "C", "C", "C", "H", "C", "C", "H", "C", "H", "H", "H", "C", "C", "C", "C", "C", "N", "P", "C", "C", "H", "H", "C", "C", "H", "H", "C", "C", "H", "C", "F", "H", "H", "C", "C", "H", "C", "C", "H", "C", "C", "C", "H"], "xyz": [[-2.67, 0.88, 3.17], [-2.75, -2.01, 2.67], [2.83, -4.24, 1.28], [2.16, 7.83, 1.39], [4.66, -2.15, 1.57], [-0.13, 4.84, -7.45], [-1.69, 0.48, 2.92], [5.25, 7.84, -2.83], [3.46, 6.65, -2.87], [0.01, 5.61, 2.77], [6.07, 0.83, -1.09], [3.29, 3.44, -3.92], [-2.26, -2.70, 4.21], [1.67, 1.29, 1.67], [5.07, -3.55, -4.81], [1.68, 6.88, 1.61], [4.28, -2.44, -0.14], [1.99, 2.99, 0.40], [-0.53, 5.93, -6.69], [-1.41, -0.37, 4.83], [7.60, 2.32, 0.17], [-2.62, -3.73, -0.55], [-0.42, 1.76, -2.37], [0.28, 1.71, -1.25], [3.23, -4.63, 0.34], [-0.81, 5.55, 3.47], [4.26, -3.01, -4.19], [-0.40, 4.78, -8.50], [2.59, -2.73, 1.17], [-3.42, -1.37, 4.16], [0.58, 5.00, -4.77], [4.32, 1.94, -0.56], [3.99, -0.37, -3.90], [2.82, 7.43, -2.47], [3.79, 3.01, 0.15], [6.68, 4.22, 1.46], [3.66, 1.25, -1.07], [2.26, -3.06, -2.76], [-1.13, 6.71, -7.13], [0.14, 6.81, -2.08], [-0.05, 3.51, 2.32], [3.73, -0.96, 0.65], [0.62, 3.83, -6.87], [5.60, 5.88, -3.62], [5.67, 3.86, -4.34], [6.02, 3.58, 0.88], [3.89, -2.02, 0.80], [1.94, -2.20, 2.44], [-0.14, 2.86, -3.01], [2.31, -0.31, -2.55], [-1.39, -0.74, 3.80], [4.81, 6.88, -3.08], [0.65, 6.82, 2.53], [-1.69, 0.21, 1.86], [0.32, 7.71, 3.05], [-3.16, -5.77, -0.17], [2.66, -2.23, 3.63], [-0.16, -4.10, 2.39], [2.28, 0.78, -2.55], [6.66, 6.06, -3.80], [3.25, -2.33, -3.42], [0.30, -0.12, -0.13], [0.92, 2.96, -7.45], [-1.82, -2.68, -0.16], [0.77, 3.57, -2.31], [1.07, 2.81, -1.15], [4.65, 3.82, 0.89], [-3.30, -3.57, -1.38], [-1.64, -5.05, 1.18], [1.49, 4.52, 1.21], [1.89, -4.77, 1.49], [5.68, 1.68, -0.55], [1.51, 3.08, -5.08], [-1.56, -5.99, 1.72], [2.88, 5.81, 0.20], [1.36, -1.00, -1.79], [0.43, 4.46, 2.12], [5.05, 4.64, -3.93], [0.02, -1.31, 3.65], [2.08, -1.85, 4.82], [-0.11, -1.67, 1.21], [1.10, 5.19, -3.03], [3.70, 4.41, -3.70], [-0.18, 6.00, -5.35], [0.58, -2.99, -1.46], [2.24, -4.14, -2.85], [3.25, -0.94, -3.34], [1.34, -2.40, -1.97], [1.89, -2.57, 0.36], [0.32, -1.08, 5.75], [-0.84, -3.99, 1.55], [0.61, -1.73, 2.44], [3.54, -4.48, 2.08], [-2.54, -4.94, 0.12], [-1.93, -1.50, -0.84], [-0.49, 6.84, -4.74], [2.64, -1.89, 5.74], [2.09, 5.74, 0.94], [-0.89, -2.74, 0.90], [4.26, 4.62, 1.51], [2.90, 5.42, -3.18], [0.97, 3.90, -5.53], [-0.94, 1.26, 3.07], [6.53, 2.51, 0.16], [0.77, -1.40, 4.82], [-2.52, -1.77, 3.70], [3.69, -2.59, 3.62]], "lowdin_charge": [0.077, 0.069, -0.052, 0.106, 0.073, -0.092, -0.091, 0.101, -0.117, -0.071, 0.109, 0.095, 0.079, 0.510, 0.123, -0.088, 0.077, 0.682, -0.086, 0.115, 0.101, -0.036, -0.029, -0.239, 0.076, 0.105, -0.204, 0.098, -0.375, 0.074, -0.337, -0.103, 0.109, 0.047, -0.349, 0.102, 0.073, -0.043, 0.099, 0.303, 0.067, 0.047, -0.077, -0.088, 0.104, -0.079, -0.055, -0.164, -0.004, -0.146, -0.361, -0.084, -0.080, 0.038, 0.102, 0.087, -0.047, 0.108, 0.062, 0.100, -0.262, 0.941, 0.103, -0.248, -0.413, -0.387, -0.082, 0.113, -0.111, -0.339, 0.066, -0.066, 0.091, 0.095, 0.096, -0.239, -0.090, -0.076, -0.145, -0.087, -0.125, 0.550, -0.084, -0.110, 0.089, 0.114, -0.051, -0.125, 0.075, 0.104, -0.039, -0.268, 0.074, -0.123, -0.003, 0.040, 0.094, -0.127, -0.277, 0.095, -0.337, -0.094, 0.030, -0.083, -0.051, -0.057, 0.107]}

***

Record 5
{"formula": "C24H24IN2O2Ru", "method": "ωB97M-V/def2-TZVPD", "gap_ha": [0.256, 0.254], "total_charge": 1, "multiplicity": 5, "e_homo_ev": [-10.38, -11.96], "symbols": ["C", "H", "C", "C", "H", "H", "C", "N", "H", "C", "C", "C", "H", "H", "C", "H", "H", "C", "C", "H", "O", "H", "H", "C", "C", "H", "H", "Ru", "H", "H", "H", "C", "C", "C", "C", "I", "C", "H", "H", "O", "C", "C", "C", "H", "H", "H", "N", "C", "C", "H", "H", "H", "C", "C"], "xyz": [[0.28, -1.54, 0.45], [-4.28, 0.51, 0.14], [-0.51, -2.62, 2.91], [-2.76, 1.11, -2.80], [-3.00, -2.78, 3.52], [3.28, -0.34, -3.54], [-1.19, -1.68, 0.84], [-1.89, -0.16, -0.88], [5.08, 1.37, -3.51], [-1.54, -2.23, 2.07], [2.58, 0.13, -1.56], [-3.75, 1.82, -3.45], [3.08, -3.24, 1.63], [-6.07, 1.74, -1.00], [2.52, -2.72, 0.86], [3.96, 2.44, 0.48], [0.54, 2.35, 1.82], [2.47, 0.51, 2.11], [-2.93, 0.58, -1.52], [2.94, -0.47, 2.08], [-3.60, -1.02, 2.57], [5.42, 2.71, -1.45], [-0.27, 0.43, 1.20], [4.42, 1.24, -2.65], [-2.97, -2.30, 2.54], [-3.58, 2.22, -4.44], [-3.56, -2.92, 1.87], [0.07, 0.02, -1.44], [-0.74, -2.93, 3.93], [0.68, 2.63, 0.07], [2.37, -3.37, 0.00], [4.61, 1.99, -1.49], [3.42, 0.30, -2.67], [-2.17, -1.02, 0.06], [1.22, 2.31, 0.96], [-0.91, 0.89, -3.79], [3.78, 1.83, -0.40], [3.08, -1.85, 0.50], [2.02, 3.03, 1.14], [0.46, -1.95, -0.89], [-5.14, 1.55, -1.52], [0.50, 0.04, 0.54], [2.73, 0.91, -0.40], [-3.22, -1.21, 0.27], [2.00, -0.80, -1.56], [1.75, 0.51, 2.93], [0.81, -2.75, 2.55], [1.78, 0.88, 0.79], [-4.14, 0.84, -0.88], [3.25, 1.24, 2.35], [-3.36, -0.57, 3.38], [-5.74, 2.60, -3.30], [1.18, -2.33, 1.39], [-4.96, 2.04, -2.81]], "lowdin_charge": [-0.451, 0.114, -0.018, -0.596, 0.126, 0.116, -0.071, -0.062, 0.114, -0.135, -0.133, -0.141, 0.097, 0.118, 0.000, 0.115, 0.094, -0.014, -0.301, 0.072, -0.054, 0.117, 0.113, -0.063, -0.184, 0.102, 0.134, 1.085, 0.124, 0.086, 0.101, -0.037, -0.065, -0.041, -0.042, 1.087, -0.022, 0.077, 0.084, -0.239, -0.048, -0.154, -0.170, 0.127, 0.069, 0.100, 0.149, -0.491, -0.007, 0.092, 0.102, 0.118, -0.237, -0.057]}

***

Record 6
{"formula": "C3H10ClN", "method": "ωB97M-V/def2-TZVPD", "smiles": "CCN.CCl", "gap_ha": 0.375, "total_charge": 0, "e_homo_ev": -9.32, "symbols": ["H", "H", "C", "Cl", "H", "H", "H", "H", "C", "C", "H", "H", "H", "H", "N"], "xyz": [[2.87, 0.17, -1.08], [2.29, 2.58, -1.37], [-4.29, -2.33, 0.03], [-4.76, -0.73, 0.62], [1.48, 2.59, 0.23], [1.10, 0.41, -0.97], [3.25, 2.34, 0.12], [2.93, 0.06, 1.32], [2.07, 0.62, -0.46], [2.28, 2.13, -0.37], [1.31, 0.29, 1.42], [-3.21, -2.49, 0.18], [-4.51, -2.41, -1.05], [-4.85, -3.12, 0.56], [2.05, -0.10, 0.82]], "lowdin_charge": [0.103, 0.068, -0.546, 0.450, 0.068, 0.103, 0.067, 0.063, -0.369, -0.129, 0.064, 0.032, 0.032, 0.032, -0.039]}